--- one ---
Formula: CH4FOPS
Source: the OMol25 dataset
Level of theory: ωB97M-V/def2-TZVPD

Last column: Mulliken charge in e.
Cartesian coordinates (Å):
C -1.57 -1.55 1.52  -0.64
O 2.26 1.68 -1.75  -0.61
F -0.68 -0.51 -0.87  -0.27
P -1.01 -0.19 0.74  0.60
S -0.35 1.57 1.26  -0.27
H -1.53 -1.49 2.57  0.28
H 2.39 0.77 -2.05  0.31
H -2.00 -2.43 1.11  0.29
H 2.50 2.14 -2.54  0.30

Output
SMILES string: C=P(F)=S.O
HOMO-LUMO gap, eV: 8.79
Highest occupied orbital energy, eV: -9.12

=====

--- two ---
Formula: CH4FOPS
Source: the OMol25 dataset
Level of theory: ωB97M-V/def2-TZVPD

Last column: Mulliken charge in e.
Cartesian coordinates (Å):
C 0.43 0.70 -1.88  -0.74
O -0.81 -0.19 2.40  -0.44
F -0.30 -2.26 1.21  -0.21
P 0.32 -0.81 1.41  0.36
S -0.64 0.34 -0.24  -0.15
H 0.47 -0.32 -2.28  0.28
H -0.19 1.42 -2.41  0.27
H 1.26 1.22 -1.52  0.29
H -0.54 -0.10 3.33  0.35

Output
SMILES string: CSP(O)F
HOMO-LUMO gap, eV: 9.53
Highest occupied orbital energy, eV: -9.02

=====

Most stable of them? two.